Entry 1:
Density functional theory data (the ωB97M-V functional and the def2-TZVPD basis) for C5H5N in the gas phase.

Results
Energy   -6750.8702 eV
ΔE to the lowest compared entry with this formula, charge and spin   116.2 kcal per mole
Charge   0
Lowest unoccupied orbital energy   0.046 Eh
Spin multiplicity   1
HOMO energy   -0.3173 hartree
SMILES   [C@@H]12[C@H]3[C@@H]1N1[C@H]3[C@H]21

Geometry (Å):
1 C -0.12 1.03 0.31
2 N -0.68 -0.65 -0.94
3 H 0.05 -2.20 0.45
4 H 2.01 0.12 0.70
5 H -0.17 2.04 0.68
6 C -0.01 -1.13 0.29
7 C 0.35 0.45 -1.00
8 H 0.77 0.75 -1.96
9 H -2.10 -0.26 0.82
10 C -1.11 -0.15 0.39
11 C 1.02 0.01 0.27



Entry 2:
Density functional theory data (the ωB97M-V functional and the def2-TZVPD basis) for a molecular structure, C45H38GeIN3O2Sn.

Results
Energy   -126294.5719 eV
ΔE to the lowest compared entry with this formula, charge and spin   0.0 kcal per mole
Charge   -2
Lowest unoccupied orbital energy   0.145 Eh
Spin multiplicity   1
HOMO energy   -0.0355 hartree

Geometry (Å):
1 N -4.58 -0.09 0.10
2 H -1.81 1.06 3.48
3 H -5.03 -0.34 2.10
4 C 2.52 5.05 -0.28
5 H 1.74 -3.16 4.42
6 H -1.81 3.92 0.07
7 Ge 0.73 2.96 -1.47
8 C -3.64 -0.06 -0.82
9 H -4.22 -6.21 -1.81
10 H 2.89 -3.32 -0.80
11 C -3.12 -4.45 -1.21
12 O -2.37 0.48 4.02
13 C -3.26 -5.80 -1.53
14 C -2.92 -0.42 1.80
15 C 1.40 -5.76 1.00
16 C 3.76 -5.63 1.53
17 C 4.37 6.10 -1.41
18 C -2.23 -0.19 -0.52
19 C 3.87 -4.58 0.62
20 H -2.07 2.28 -2.16
21 H -1.89 -1.44 3.40
22 C 2.16 4.35 -1.43
23 C -2.67 -0.68 3.26
24 C -4.04 0.07 -2.25
25 H 2.11 1.38 -2.82
26 C 2.79 -4.13 -0.10
27 H -1.80 -2.87 -0.61
28 H -2.19 -7.65 -1.75
29 H 2.38 -7.02 2.41
30 C -1.87 -0.37 0.83
31 H -3.54 0.91 -2.73
32 C -0.72 -4.71 -0.82
33 H 1.94 4.93 0.63
34 H 5.22 6.77 -1.41
35 H 4.15 -2.49 4.24
36 C 2.09 -2.54 3.60
37 C 0.90 2.39 1.38
38 C -1.57 5.65 -3.93
39 C -1.90 -3.92 -0.86
40 C -2.12 -6.60 -1.50
41 H -1.41 6.60 -4.45
42 C 2.94 4.54 -2.57
43 C 0.06 2.93 0.40
44 H -0.01 -6.72 -1.14
45 H -3.57 5.40 -4.68
46 C -0.72 3.90 -2.48
47 C -2.78 4.98 -4.07
48 C -1.51 3.51 2.15
49 C -0.52 -0.56 1.30
50 H 0.43 -6.22 1.18
51 C -0.56 5.12 -3.14
52 C 1.21 -2.13 2.62
53 C 3.43 -2.19 3.49
54 H 1.22 2.00 3.46
55 H -2.46 3.94 2.45
56 N 0.46 -4.09 -0.56
57 C -4.22 -0.28 1.38
58 C -1.15 3.49 0.81
59 C 4.03 5.41 -2.57
60 H -0.93 3.00 4.16
61 C 3.61 5.92 -0.27
62 C -1.94 3.24 -2.64
63 C -2.96 3.77 -3.41
64 H -0.42 -0.43 2.38
65 C 3.85 -1.52 2.36
66 H 4.62 5.54 -3.47
67 C 1.49 -4.69 0.07
68 H 0.19 -2.47 2.67
69 H 3.87 6.44 0.64
70 H 1.84 1.93 1.07
71 H -3.72 -0.82 -2.81
72 C -0.65 2.99 3.11
73 O -1.42 -0.13 -1.51
74 H 4.84 -4.10 0.46
75 C -0.89 -6.08 -1.15
76 H -3.99 -3.80 -1.23
77 N 0.54 -0.91 0.66
78 C 2.50 -6.21 1.70
79 C 1.59 -1.35 1.52
80 H 0.38 5.66 -3.04
81 Sn 0.68 -0.65 -1.86
82 H -3.90 3.24 -3.51
83 H -3.59 -1.10 3.70
84 C 2.96 -1.13 1.35
85 H 2.71 4.00 -3.48
86 C 0.55 2.42 2.72
87 C 1.31 1.31 -2.07
88 H 4.90 -1.31 2.22
89 H -5.12 0.18 -2.32
90 H 4.62 -5.98 2.10
91 I 3.96 -0.46 -0.36



Entry 3:
Density functional theory data (the ωB97M-V functional and the def2-TZVPD basis) for a molecular structure, C62H116In2N7O19 at a distorted geometry.

Results
Energy   -125828.3574 eV
Charge   -1
Lowest unoccupied orbital energy   -0.100 Eh
Spin multiplicity   1
HOMO energy   -0.1756 hartree

Geometry (Å):
1 H 20.29 5.52 18.38
2 C 14.00 6.27 12.60
3 O 25.75 4.34 15.37
4 H 17.14 6.63 15.07
5 O 21.75 3.68 12.66
6 H 13.97 4.03 20.97
7 H 18.11 3.34 24.21
8 H 18.46 1.23 13.46
9 H 16.69 2.37 24.51
10 C 25.32 -2.46 10.28
11 H 29.00 2.10 12.97
12 H 15.67 8.13 11.78
13 C 24.77 5.16 18.14
14 C 17.91 -0.07 8.58
15 H 19.36 -2.79 15.90
16 C 17.94 -1.39 9.43
17 H 26.32 -2.09 14.57
18 C 20.73 6.22 19.09
19 C 28.66 2.61 13.86
20 H 15.67 6.32 16.77
21 C 17.79 4.05 20.08
22 H 19.83 6.60 19.57
23 H 21.89 1.69 18.53
24 H 23.23 -3.39 11.97
25 H 14.01 0.91 20.50
26 O 22.87 1.87 11.94
27 H 25.37 4.62 18.87
28 C 29.30 4.09 15.89
29 H 19.35 -1.31 12.93
30 H 17.43 2.15 19.35
31 C 18.15 -1.63 18.13
32 H 22.45 9.21 19.07
33 H 17.52 2.48 8.65
34 N 15.99 5.72 14.15
35 N 15.82 2.34 21.81
36 H 18.92 -1.84 9.34
37 H 16.95 0.43 8.65
38 O 30.29 4.58 16.57
39 H 17.98 -0.28 7.52
40 H 15.08 3.20 13.87
41 H 21.61 -2.54 11.82
42 C 22.32 0.83 18.01
43 C 18.06 3.56 21.51
44 C 17.41 2.65 23.75
45 H 13.77 7.84 14.60
46 C 19.07 -0.93 17.17
47 H 21.45 -3.24 16.25
48 H 17.99 1.78 23.44
49 O 19.98 2.05 11.03
50 H 18.66 -2.22 18.89
51 H 23.74 0.66 9.64
52 H 16.45 3.23 18.50
53 C 22.69 -2.44 11.93
54 H 20.44 -0.68 8.47
55 H 25.37 0.68 9.55
56 C 21.06 -2.66 17.09
57 H 22.67 -2.20 9.83
58 H 13.10 4.23 13.00
59 C 25.45 -2.37 13.98
60 H 15.20 4.44 23.33
61 H 18.65 2.24 7.27
62 H 16.55 -0.61 10.89
63 H 13.36 7.14 12.42
64 H 20.67 -0.09 20.27
65 C 18.47 0.14 11.51
66 O 30.77 3.24 13.96
67 H 18.93 0.64 15.71
68 H 25.90 -3.08 13.30
69 H 22.37 -0.86 10.56
70 H 24.79 -2.83 14.72
71 H 20.01 -1.20 11.30
72 H 24.01 8.27 17.85
73 C 29.61 3.25 14.62
74 O 20.16 7.59 12.39
75 C 15.48 3.53 14.83
76 H 17.11 7.84 12.90
77 C 15.53 2.63 20.39
78 H 25.59 5.76 17.73
79 C 23.09 -1.67 10.68
80 H 25.22 -3.15 11.12
81 H 17.61 -1.84 11.45
82 H 20.85 4.63 20.56
83 H 12.15 5.65 13.45
84 H 17.28 5.01 20.04
85 C 14.81 1.33 19.88
86 C 23.09 -1.70 13.22
87 H 24.33 -0.75 15.30
88 H 24.39 4.59 17.30
89 O 21.27 4.25 16.14
90 C 19.02 0.96 9.06
91 H 17.30 -2.18 9.05
92 H 15.08 2.78 15.52
93 H 14.89 4.97 17.34
94 C 16.82 3.27 22.47
95 C 27.98 4.38 16.19
96 C 21.54 7.38 18.44
97 H 14.84 8.99 13.95
98 C 24.44 6.87 19.98
99 C 17.59 -0.93 10.85
100 H 20.86 1.69 11.01
101 H 17.08 0.24 13.20
102 In 23.51 5.90 14.50
103 H 23.73 7.27 20.70
104 H 20.77 -3.40 17.83
105 N 20.01 -0.02 17.87
106 H 25.49 0.31 14.54
107 H 17.49 -2.17 17.46
108 C 24.54 -0.20 14.38
109 H 19.61 1.79 18.31
110 H 13.14 4.43 15.55
111 N 19.05 1.14 10.54
112 H 14.05 3.57 19.21
113 C 15.61 5.25 16.58
114 H 16.58 4.75 16.68
115 C 18.55 2.29 8.35
116 C 14.83 7.99 14.37
117 H 17.20 1.72 12.31
118 H 20.73 8.98 19.59
119 H 19.68 8.24 17.36
120 C 16.77 3.00 19.51
121 H 18.71 4.03 19.49
122 O 26.22 -0.18 12.01
123 C 21.49 5.44 20.20
124 H 22.72 -2.33 14.03
125 H 21.90 6.14 20.92
126 C 22.69 2.82 12.73
127 C 21.71 8.52 19.48
128 C 21.38 -0.35 18.33
129 H 16.82 5.28 23.51
130 H 21.21 0.83 8.93
131 O 14.74 2.20 22.65
132 C 20.34 0.41 8.43
133 H 20.42 0.70 7.39
134 O 17.26 5.93 14.42
135 H 23.32 4.27 20.29
136 C 21.91 -1.48 17.51
137 H 14.98 4.81 19.84
138 H 22.52 -2.14 18.13
139 C 13.65 5.17 14.93
140 H 14.70 1.19 18.80
141 O 19.59 3.42 17.32
142 H 17.45 0.51 16.44
143 H 15.41 8.03 15.29
144 C 16.28 7.42 12.34
145 O 23.66 7.61 17.24
146 H 20.54 -0.06 12.53
147 H 21.92 8.33 20.53
148 In 19.04 4.68 12.31
149 C 21.50 -0.67 19.85
150 H 26.72 -0.99 12.12
151 H 22.45 -0.43 20.34
152 H 23.34 0.71 18.39
153 H 20.53 6.96 16.60
154 O 21.96 8.09 13.48
155 H 15.56 0.55 20.00
156 C 22.78 4.87 19.56
157 C 17.79 0.88 12.67
158 H 27.58 4.98 16.99
159 O 26.38 2.30 13.43
160 O 23.64 3.04 13.36
161 C 26.93 3.95 15.33
162 H 19.13 3.20 8.55
163 H 18.50 2.57 21.38
164 H 18.80 4.11 22.09
165 H 24.47 -0.41 8.53
166 H 22.59 -1.34 16.67
167 H 22.64 4.11 18.80
168 H 24.92 -3.01 9.43
169 C 19.90 -1.94 16.30
170 H 18.10 -0.53 15.08
171 N 20.16 3.78 16.28
172 O 19.30 0.98 18.74
173 H 20.36 -1.51 15.41
174 C 20.69 7.84 17.22
175 H 14.22 5.72 11.68
176 H 14.87 1.31 22.99
177 C 14.61 3.82 20.11
178 O 19.51 3.68 15.25
179 C 13.15 5.22 13.46
180 H 25.17 6.24 20.48
181 N 22.83 6.82 18.00
182 C 19.69 -0.62 12.16
183 C 20.81 7.63 13.39
184 H 22.43 1.04 16.94
185 H 23.86 0.65 14.26
186 H 21.22 8.59 16.65
187 C 27.29 2.75 14.19
188 H 25.02 7.65 19.49
189 H 15.73 5.05 22.04
190 C 15.21 4.97 15.16
191 C 18.26 -0.13 16.08
192 H 21.24 -1.71 20.05
193 C 24.53 -1.14 10.74
194 H 26.34 -2.16 10.06
195 O 20.54 6.65 14.02
196 H 17.58 -0.88 18.69
197 C 15.33 6.79 13.39
198 C 16.20 4.61 22.92
199 H 16.68 6.71 11.62
200 C 24.52 -1.21 13.32
201 N 24.95 -0.61 12.04
202 H 13.31 6.01 15.53
203 H 22.39 -0.93 13.53
204 C 24.56 -0.05 9.55
205 C 23.70 6.00 18.94
206 H 16.52 3.24 14.64



Entry 4:
Density functional theory data (the ωB97M-V functional and the def2-TZVPD basis) for a molecular structure, C44H51BeN3OP2S5Te.

Results
Energy   -133426.5733 eV
ΔE to the lowest compared entry with this formula, charge and spin   43.4 kcal per mole
Charge   -1
Lowest unoccupied orbital energy (spin up / spin down)   0.075 / 0.056 Eh
Spin multiplicity   2
HOMO energy (spin up / spin down)   -0.1445 / -0.1552 hartree

Geometry (Å):
1 C 3.76 1.42 -1.83
2 C -2.52 -0.92 -4.91
3 C -3.09 -1.92 -4.13
4 H 0.46 3.01 1.87
5 Be -0.70 -0.09 1.48
6 H 1.30 -3.73 0.72
7 H 3.42 -4.79 -2.15
8 H -1.80 -4.55 0.16
9 C -1.05 2.91 -0.46
10 C 4.05 0.04 -3.96
11 C -1.65 0.00 -4.34
12 H -2.92 4.63 1.91
13 C 4.72 -4.03 -0.62
14 C -0.33 -0.39 4.75
15 C 1.46 0.12 6.64
16 H 2.79 3.69 0.18
17 S -0.16 -0.44 6.50
18 H -3.89 -3.57 1.58
19 P -2.02 1.68 1.82
20 H -4.03 -2.40 2.90
21 C 0.78 0.02 4.09
22 H 2.95 2.02 0.72
23 C 3.49 2.86 0.29
24 N -0.89 -0.27 -0.14
25 H -8.17 1.62 -2.08
26 H 7.65 4.17 -2.51
27 H -0.22 2.20 -0.44
28 S -1.88 -0.92 4.16
29 C 3.70 -3.94 -1.56
30 C -5.66 -0.34 0.12
31 H -3.58 2.93 3.19
32 H 5.86 -3.00 0.87
33 C -5.42 1.00 -0.20
34 H -2.86 -3.72 3.04
35 C -0.63 -3.35 1.58
36 C 4.39 1.20 -3.07
37 H -0.72 3.83 -0.95
38 H 3.91 -0.20 1.45
39 H 5.25 -4.96 -0.48
40 C -0.32 3.77 1.77
41 C -3.47 0.94 0.99
42 N -4.31 1.64 0.29
43 H 2.24 -2.64 -2.45
44 H -3.49 3.96 0.37
45 C 5.07 -2.92 0.14
46 C -2.61 4.31 0.91
47 C 6.81 4.15 -3.20
48 C 5.74 3.19 -2.73
49 H -1.86 2.47 -1.05
50 S 2.24 0.37 8.07
51 H -3.15 1.35 3.91
52 H -0.61 4.11 2.77
53 H 5.12 0.30 0.27
54 H -2.21 5.20 0.40
55 C -2.79 -2.00 -2.78
56 H 4.26 3.17 1.00
57 C -6.84 -0.96 -0.33
58 C -7.47 1.09 -1.46
59 C 4.12 2.53 -1.05
60 H 6.42 5.16 -3.29
61 C -7.73 -0.26 -1.11
62 C 5.11 3.39 -1.52
63 H -1.21 0.78 -4.94
64 C -1.93 -1.07 -2.20
65 H -7.01 -1.99 -0.06
66 H 0.97 -2.02 0.90
67 C 3.38 -1.62 -0.95
68 C 4.40 -1.71 0.00
69 C 4.78 -0.54 0.87
70 C -1.52 3.24 0.96
71 H -8.63 -0.74 -1.47
72 H 4.55 0.14 -4.92
73 C -6.33 1.71 -1.01
74 H 5.38 4.25 -0.90
75 C 5.37 2.09 -3.49
76 P -2.06 -1.99 1.56
77 H 5.57 -0.82 1.57
78 S 1.13 0.12 2.37
79 H -6.11 2.74 -1.25
80 C -0.07 -3.53 2.98
81 C -3.34 -3.03 2.35
82 H -3.77 -2.63 -4.58
83 S 2.15 0.44 5.10
84 H 0.59 -4.41 2.99
85 H 0.52 -2.67 3.29
86 H -2.02 2.69 4.02
87 Te 2.20 0.12 -1.17
88 C -1.21 -4.68 1.07
89 H 0.19 -2.94 -0.41
90 C -3.64 -0.49 1.21
91 H 0.11 4.63 1.24
92 H 5.86 1.92 -4.44
93 H -1.82 -5.18 1.81
94 H 2.98 -0.03 -4.12
95 H -0.69 0.63 -2.51
96 H 7.19 3.85 -4.18
97 H 4.37 -0.90 -3.51
98 H -3.24 -2.76 -2.16
99 C 3.04 -2.73 -1.72
100 C 0.51 -2.97 0.63
101 C -2.78 2.23 3.38
102 H -0.38 -5.35 0.82
103 C -1.36 -0.07 -2.98
104 H -2.75 -0.86 -5.97
105 H -0.85 -3.68 3.73
106 N -4.74 -1.07 0.83
107 C -1.61 -1.11 -0.74
108 O -2.24 -2.17 -0.11



Entry 5:
Density functional theory data (the ωB97M-V functional and the def2-TZVPD basis) for 2 unconnected molecules or ions with the total composition C3H8NOP at a distorted geometry.

Results
Energy   -16063.9301 eV
ΔE to the lowest compared entry with this formula, charge and spin   0.0 kcal per mole
Charge   0
Lowest unoccupied orbital energy (spin up / spin down)   0.034 / 0.009 Eh
Spin multiplicity   3
HOMO energy (spin up / spin down)   -0.2130 / -0.3551 hartree

Geometry (Å):
1 C -0.74 -0.31 -0.19
2 C -1.80 -1.41 0.08
3 H -1.55 -2.26 0.64
4 H 3.82 0.08 1.54
5 H -1.97 1.11 -1.24
6 N 3.56 0.51 0.56
7 O 0.48 -0.42 -0.17
8 C -1.37 1.13 -0.39
9 H -2.63 -0.96 0.40
10 P 3.23 -0.45 -0.65
11 H -2.07 1.40 0.39
12 H -2.22 -1.77 -0.86
13 H -0.53 1.88 -0.58
14 H 3.80 1.49 0.48



Entry 6:
Density functional theory data (the ωB97M-V functional and the def2-TZVPD basis) for 2 unconnected molecules or ions with the total composition CH6S2.

Results
Energy   -22804.4176 eV
ΔE to the lowest compared entry with this formula, charge and spin   4.9 kcal per mole
Charge   0
Lowest unoccupied orbital energy   0.029 Eh
Spin multiplicity   1
HOMO energy   -0.3351 hartree
SMILES   CS.S

Geometry (Å):
1 C 0.27 -1.13 1.51
2 H 1.14 -0.99 2.14
3 S 0.67 -1.13 -0.25
4 H -1.36 2.02 -2.96
5 S -0.61 3.02 -2.48
6 H -0.26 -2.04 1.81
7 H -0.91 2.73 -1.21
8 H -0.42 -0.29 1.67
9 H 1.48 -2.20 -0.23



Entry 7:
Density functional theory data (the ωB97M-V functional and the def2-TZVPD basis) for C3H6ClN in the gas phase at a distorted geometry.

Results
Energy   -17219.5961 eV
ΔE to the lowest compared entry with this formula, charge and spin   11.4 kcal per mole
Charge   0
Lowest unoccupied orbital energy   0.032 Eh
Spin multiplicity   1
HOMO energy   -0.3637 hartree
SMILES   C/N=C(/C)Cl

Geometry (Å):
1 C -0.34 1.88 0.07
2 H 0.42 -2.24 1.07
3 H -0.22 -2.35 -0.51
4 N -0.35 0.44 0.14
5 C 0.61 -1.96 0.11
6 Cl 2.27 0.42 -0.18
7 C 0.66 -0.24 0.00
8 H 1.52 -2.40 -0.14
9 H 0.18 2.19 0.90
10 H -1.40 2.28 0.24
11 H 0.26 2.37 -0.71